Below is a cluster of 14 separate species, C40H113N21O14 in total in a non-equilibrium geometry, with properties calculated with ωB97M-V with the def2-TZVPD basis set.

```
188
C40H113N21O14 | the Open Molecules 2025 dataset | ωB97M-V with the def2-TZVPD basis set
C 0.479 -1.370 -2.120
C 0.849 -0.218 -1.196
C 1.418 0.793 -2.174
C 1.923 2.065 -1.454
C 0.628 2.714 -0.792
C -0.164 1.707 0.083
N -0.315 0.412 -0.561
O -0.876 -0.578 0.249
C 0.348 1.696 1.440
C -1.574 2.313 0.137
C 1.982 -0.655 -0.320
H 1.248 -2.132 -2.246
H 0.035 -0.982 -3.036
H -0.371 -1.831 -1.617
H 2.280 0.309 -2.632
H 0.828 1.056 -3.051
H 2.353 2.681 -2.244
H 2.772 2.015 -0.772
H -0.009 3.137 -1.569
H 1.026 3.523 -0.179
H -0.133 1.035 2.161
H 1.345 1.338 1.696
H 0.234 2.737 1.743
H -2.062 2.460 -0.827
H -2.311 1.684 0.635
H -1.594 3.318 0.559
H 1.597 -1.503 0.247
H 2.330 0.135 0.346
H 2.797 -1.089 -0.899
H -0.270 -0.851 0.942
C -3.155 0.822 -3.200
O -3.940 0.934 -4.096
N -3.252 0.305 -2.002
N -1.929 1.273 -3.227
H -4.131 -0.114 -1.735
H -2.417 0.163 -1.452
H -1.602 1.857 -3.984
H -1.400 1.111 -2.382
C 2.070 4.045 5.472
O 1.773 3.647 6.568
N 2.200 3.350 4.436
N 2.459 5.253 5.200
H 1.666 2.494 4.375
H 2.583 3.814 3.625
H 2.541 5.802 6.043
H 2.714 5.719 4.341
C 4.656 0.198 2.907
O 5.869 0.276 2.742
N 3.794 1.097 2.634
N 4.132 -0.803 3.507
H 2.859 0.825 2.902
H 4.072 1.964 2.196
H 3.138 -0.791 3.683
H 4.672 -1.607 3.794
C 0.459 6.011 1.612
O 1.173 6.663 0.876
N -0.847 6.124 1.761
N 1.032 5.254 2.521
H -1.370 6.729 1.144
H -1.273 5.758 2.601
H 0.473 4.752 3.196
H 2.037 5.270 2.427
C 1.810 5.441 -2.406
O 2.662 5.612 -1.568
N 0.539 5.505 -2.186
N 1.987 4.977 -3.555
H 0.288 5.610 -1.213
H -0.107 5.107 -2.853
H 1.172 5.041 -4.149
H 2.876 4.614 -3.869
C 3.566 -2.871 -4.309
O 4.607 -2.421 -4.722
N 2.503 -3.311 -4.931
N 3.449 -3.120 -3.013
H 2.561 -3.059 -5.907
H 1.667 -3.678 -4.500
H 2.843 -3.779 -2.547
H 4.176 -2.733 -2.429
C 0.476 -0.164 4.470
O 1.467 -0.554 3.937
N 0.447 0.646 5.471
N -0.726 -0.431 4.064
H 1.312 0.784 5.975
H -0.407 0.512 5.993
H -1.533 -0.014 4.505
H -1.023 -1.034 3.310
C 2.661 0.947 -5.602
C 3.349 0.964 -6.935
C 2.951 2.229 -7.757
O 1.690 1.928 -8.362
C 1.630 1.251 -9.677
N 4.719 0.847 -6.614
H 3.080 1.674 -4.906
H 2.720 -0.046 -5.157
H 1.657 1.350 -5.731
H 3.189 0.063 -7.527
H 3.835 2.558 -8.303
H 2.835 2.968 -6.965
H 1.431 0.272 -9.241
H 2.475 1.420 -10.346
H 0.709 1.591 -10.149
H 5.209 0.559 -7.449
H 4.809 0.148 -5.891
C -3.852 1.735 3.941
C -3.124 1.100 5.248
C -3.613 1.522 6.644
O -3.330 2.888 7.104
C -3.824 3.944 6.306
N -3.303 -0.325 5.079
H -4.785 2.199 4.260
H -4.305 1.006 3.268
H -3.238 2.331 3.266
H -2.034 1.104 5.255
H -3.010 0.903 7.309
H -4.682 1.391 6.817
H -3.231 4.005 5.394
H -3.671 4.914 6.778
H -4.912 3.944 6.227
H -4.279 -0.586 5.058
H -2.899 -0.763 5.894
C -1.987 -4.988 -3.437
C -0.733 -5.136 -2.610
C -0.562 -6.658 -2.177
O 0.055 -6.655 -0.878
C -0.752 -7.351 0.126
N 0.502 -4.772 -3.231
H -2.191 -5.703 -4.234
H -1.798 -4.023 -3.907
H -2.907 -4.847 -2.870
H -0.894 -4.514 -1.730
H 0.082 -7.155 -2.903
H -1.491 -7.220 -2.269
H -0.389 -7.192 1.141
H -0.681 -8.331 -0.345
H -1.786 -7.006 0.105
H 1.090 -4.693 -2.413
H 0.872 -5.694 -3.415
C -3.194 4.733 -2.016
C -4.137 5.620 -1.175
C -5.001 4.982 -0.017
O -5.721 5.890 0.855
C -6.520 5.226 1.827
N -3.304 6.789 -0.846
H -3.725 3.869 -2.415
H -2.215 4.427 -1.645
H -3.013 5.311 -2.922
H -4.859 5.846 -1.961
H -4.325 4.331 0.538
H -5.625 4.210 -0.467
H -7.552 5.111 1.495
H -6.423 5.763 2.770
H -6.063 4.261 2.046
H -3.659 7.542 -0.273
H -3.084 7.092 -1.784
C 3.201 -4.902 1.431
C 3.149 -5.002 -0.151
C 3.359 -6.541 -0.550
O 4.238 -7.391 0.168
C 5.580 -7.197 -0.116
N 1.780 -4.704 -0.627
H 2.776 -3.912 1.595
H 4.247 -5.035 1.707
H 2.557 -5.662 1.871
H 4.045 -4.546 -0.571
H 3.433 -6.669 -1.630
H 2.501 -7.141 -0.247
H 5.560 -7.081 -1.200
H 6.203 -8.026 0.222
H 6.009 -6.271 0.265
H 1.131 -5.451 -0.422
H 1.489 -3.878 -0.124
C -4.261 -5.366 2.686
C -2.994 -4.535 3.096
C -2.206 -3.975 1.942
O -1.071 -3.244 2.262
C 0.055 -3.935 2.878
N -3.567 -3.459 3.969
H -4.961 -5.406 3.521
H -4.068 -6.402 2.407
H -4.842 -4.868 1.909
H -2.274 -5.017 3.757
H -2.780 -3.294 1.313
H -1.780 -4.658 1.207
H 1.055 -3.528 2.732
H 0.144 -4.971 2.550
H -0.056 -3.974 3.962
H -4.241 -2.965 3.401
H -2.736 -2.886 3.990
```

Values from the calculation:
- Frontier orbital gap: 8.48 eV
- Maximum force: 8.24 eV/Å
- ΔE to the lowest compared entry with this formula, charge and spin: 269.6 kcal/mol
- Multiplicity: 1
- Net charge: 0

***

Below is a cluster of 13 separate species, C40H113N7O13 in total in a non-equilibrium geometry, with properties calculated with ωB97M-V with the def2-TZVPD basis set.

```
173
C40H113N7O13 | the Open Molecules 2025 dataset | ωB97M-V with the def2-TZVPD basis set
C 8.575 0.892 -7.081
C 7.329 1.553 -6.565
O 6.349 0.594 -6.227
H 8.872 0.185 -6.306
H 9.244 1.745 -7.200
H 8.328 0.289 -7.954
H 6.973 2.239 -7.334
H 7.493 2.218 -5.718
H 5.606 0.743 -6.817
C -7.937 1.679 8.990
C -8.635 3.038 8.607
O -7.700 4.070 8.844
H -8.608 0.822 9.053
H -7.472 1.722 9.975
H -7.094 1.404 8.357
H -9.594 3.185 9.103
H -8.849 3.025 7.538
H -8.073 4.938 9.015
C 10.095 -1.059 2.537
C 11.248 -2.143 2.486
O 10.794 -3.275 3.311
H 9.071 -1.325 2.277
H 10.389 -0.351 1.762
H 10.090 -0.532 3.491
H 12.165 -1.582 2.664
H 11.392 -2.588 1.501
H 9.841 -3.392 3.320
C 7.344 -6.482 -5.022
C 7.872 -6.238 -3.644
O 7.521 -4.961 -3.279
H 7.453 -7.545 -5.237
H 7.924 -5.897 -5.735
H 6.270 -6.319 -5.118
H 8.959 -6.294 -3.703
H 7.474 -6.932 -2.903
H 7.924 -4.334 -3.884
C 4.197 2.470 9.532
C 3.885 3.985 9.162
O 4.165 4.713 10.344
H 5.265 2.259 9.597
H 3.750 1.916 8.706
H 3.718 2.242 10.484
H 2.833 4.105 8.901
H 4.538 4.432 8.413
H 3.959 5.608 10.064
C -0.295 -8.141 -1.869
C 0.840 -8.885 -2.433
O 1.717 -9.261 -1.403
H -0.821 -8.897 -1.286
H -0.982 -7.603 -2.522
H 0.017 -7.502 -1.043
H 1.235 -8.194 -3.178
H 0.487 -9.814 -2.880
H 1.299 -9.006 -0.577
C -8.131 2.942 -6.321
C -7.035 3.441 -5.403
C -5.737 2.544 -5.346
O -5.816 1.199 -5.038
C -6.146 0.749 -3.740
N -6.772 4.769 -5.882
H -8.331 1.884 -6.154
H -7.861 2.913 -7.377
H -9.117 3.376 -6.154
H -7.484 3.531 -4.414
H -4.990 3.061 -4.744
H -5.198 2.719 -6.277
H -5.376 0.987 -3.006
H -6.182 -0.332 -3.611
H -7.130 1.121 -3.455
H -5.874 5.084 -5.543
H -6.588 4.700 -6.872
C 10.845 10.245 -1.645
C 9.927 9.965 -0.464
C 9.347 8.471 -0.401
O 8.622 8.141 0.749
C 7.519 9.045 0.884
N 10.792 10.225 0.693
H 11.130 11.282 -1.821
H 10.389 9.921 -2.581
H 11.812 9.745 -1.597
H 9.240 10.801 -0.599
H 10.258 7.875 -0.455
H 8.761 8.021 -1.202
H 6.648 8.500 1.248
H 7.200 9.683 0.061
H 7.893 9.760 1.617
H 10.158 10.794 1.236
H 10.753 9.304 1.104
C 2.696 1.105 0.833
C 2.084 0.055 1.876
C 0.600 0.462 2.228
O 0.659 1.616 3.121
C -0.608 2.082 3.544
N 2.178 -1.261 1.283
H 3.749 0.921 0.624
H 2.485 2.081 1.272
H 2.237 1.145 -0.155
H 2.668 0.088 2.795
H 0.110 -0.420 2.640
H 0.035 0.675 1.321
H -0.406 2.820 4.321
H -1.328 1.348 3.904
H -1.021 2.671 2.725
H 3.108 -1.498 0.969
H 1.793 -1.107 0.362
C 4.839 -5.979 6.928
C 4.320 -6.916 5.862
C 2.743 -6.885 5.892
O 2.317 -7.743 4.817
C 0.980 -7.943 5.008
N 4.855 -6.518 4.585
H 4.575 -6.115 7.977
H 4.456 -4.982 6.713
H 5.922 -5.991 6.806
H 4.750 -7.903 6.035
H 2.325 -5.879 5.861
H 2.567 -7.237 6.908
H 0.379 -7.059 4.794
H 0.745 -8.353 5.990
H 0.731 -8.656 4.222
H 4.881 -7.259 3.899
H 4.128 -5.904 4.247
C 3.051 -2.356 -10.781
C 1.702 -1.627 -10.974
C 1.763 -0.078 -10.985
O 1.800 0.214 -9.552
C 1.528 1.542 -9.349
N 1.257 -2.101 -12.295
H 3.501 -2.247 -9.794
H 3.751 -1.836 -11.434
H 2.976 -3.398 -11.092
H 1.031 -2.071 -10.239
H 0.835 0.244 -11.458
H 2.528 0.419 -11.581
H 0.538 1.817 -9.713
H 2.411 2.116 -9.630
H 1.540 1.724 -8.274
H 2.110 -2.145 -12.834
H 0.697 -1.324 -12.614
C -14.258 5.305 -2.410
C -13.616 5.573 -1.118
C -12.091 5.313 -0.957
O -11.826 5.581 0.402
C -10.464 5.751 0.813
N -13.863 6.999 -0.843
H -13.777 5.875 -3.205
H -15.302 5.616 -2.452
H -14.209 4.266 -2.734
H -14.178 5.120 -0.301
H -11.625 5.991 -1.672
H -11.885 4.246 -1.039
H -10.546 6.173 1.815
H -9.958 6.513 0.220
H -9.797 4.898 0.933
H -13.507 7.280 0.059
H -13.397 7.514 -1.576
C -6.715 -4.893 4.292
C -7.513 -6.123 4.488
C -8.419 -6.171 5.710
O -9.273 -7.291 5.701
C -10.088 -7.525 6.846
N -8.048 -6.443 3.195
H -6.050 -4.790 3.435
H -6.186 -4.853 5.243
H -7.358 -4.015 4.351
H -6.790 -6.932 4.593
H -8.980 -5.268 5.952
H -7.740 -6.321 6.549
H -10.717 -6.674 7.105
H -9.391 -7.679 7.670
H -10.653 -8.430 6.620
H -8.659 -7.246 3.234
H -8.655 -5.705 2.868
```

Values from the calculation:
- Frontier orbital gap: 9.51 eV
- Maximum force: 3.97 eV/Å
- ΔE to the lowest compared entry with this formula, charge and spin: 191.8 kcal/mol
- Multiplicity: 1
- Net charge: 0